Density functional theory data (ωB97M-V with the def2-TZVPD basis set) for C35H49BrInN6O2P2S as an isolated structure in a non-equilibrium geometry.

XYZ file:
```
97
Properties=species:S:1:pos:R:3
In 10.65 12.97 9.32
C 7.47 8.85 14.13
C 7.51 10.21 14.82
C 6.17 10.63 15.47
P 8.20 11.61 13.73
C 8.04 11.37 11.89
C 6.82 12.23 11.57
C 8.02 9.94 11.32
C 9.99 11.46 13.90
C 10.64 10.24 14.19
C 11.94 10.26 14.70
C 12.71 8.99 14.96
C 12.64 11.48 14.82
C 12.04 12.65 14.46
C 10.77 12.65 13.79
N 10.21 13.66 13.11
C 10.95 14.63 12.47
C 12.33 14.54 12.25
C 13.04 15.68 11.83
C 12.39 16.92 11.64
C 13.16 18.19 11.47
C 11.00 17.00 11.76
C 10.27 15.87 12.10
P 8.44 15.76 12.18
C 8.03 15.90 13.99
C 8.86 16.90 14.77
C 6.52 16.18 14.29
C 7.68 17.25 11.31
C 7.82 18.65 11.93
C 8.10 17.20 9.83
H 7.57 8.06 14.89
H 8.27 8.72 13.38
H 6.51 8.73 13.55
H 8.22 10.15 15.66
H 5.43 10.68 14.67
H 6.23 11.55 16.07
H 5.85 9.86 16.18
H 8.92 11.86 11.47
H 5.93 11.89 12.11
H 6.57 12.27 10.48
H 6.97 13.27 11.87
H 7.13 9.36 11.59
H 8.94 9.48 11.71
H 8.17 10.00 10.23
H 10.19 9.29 13.90
H 13.33 8.71 14.11
H 12.03 8.19 15.31
H 13.45 9.18 15.76
H 13.68 11.51 15.20
H 12.61 13.57 14.60
H 12.84 13.57 12.36
H 14.13 15.63 11.84
H 14.19 18.03 11.10
H 13.20 18.73 12.40
H 12.59 18.81 10.77
H 10.48 17.94 11.80
H 8.21 14.88 14.32
H 8.83 17.89 14.31
H 9.92 16.59 14.87
H 8.44 16.97 15.80
H 6.21 17.22 14.18
H 6.38 15.90 15.36
H 5.83 15.51 13.73
H 6.63 17.00 11.31
H 8.87 18.97 12.02
H 7.29 18.69 12.88
H 7.33 19.41 11.24
H 7.95 16.14 9.49
H 9.15 17.52 9.65
H 7.39 17.79 9.21
C 7.03 10.11 6.60
C 7.70 11.41 6.28
N 7.18 12.25 5.40
N 7.93 13.39 5.46
C 8.93 13.29 6.37
S 10.10 14.39 6.86
N 8.79 12.03 6.92
N 9.79 11.39 7.72
H 6.99 9.93 7.68
H 7.55 9.28 6.16
H 6.03 10.11 6.10
H 7.62 14.20 4.92
H 9.38 10.74 8.42
H 10.48 10.91 7.12
Br 16.88 8.12 8.73
C 15.28 8.55 9.67
C 15.04 7.95 10.98
N 13.88 8.10 11.55
C 12.88 8.71 10.90
C 13.09 9.57 9.82
C 14.36 9.42 9.16
C 12.05 10.59 9.66
O 12.45 11.69 9.04
O 10.91 10.51 10.24
H 15.78 7.39 11.51
H 11.92 8.62 11.40
H 14.55 9.89 8.22
```

The calculation puts the energy relative to the best compared isomer or geometry (same formula, charge and spin) at 363.8 kJ/mol. The charge is +1. As for the orbital gap: 3.98 eV.

Atom charges from the Löwdin analysis, given in e for atoms 1 to 6: 0.7151 -0.1324 -0.5380 -0.1264 1.1319 -0.5341

Density functional theory data (ωB97M-V with the def2-TZVPD basis set) for a 17-piece molecular cluster, C34H70Cl32OP overall.

XYZ file:
```
138
Properties=species:S:1:pos:R:3
C -2.00 -5.72 1.41
C -1.18 -4.55 2.00
C -0.21 -3.85 1.02
C -0.50 -2.35 0.81
C -1.68 -2.21 -0.19
C 0.75 -1.53 0.48
C 0.54 0.02 0.48
C -0.68 0.65 1.20
C -1.55 1.54 0.28
C -3.01 1.66 0.72
C -3.84 0.44 0.33
C -5.35 0.66 0.30
C -6.09 -0.48 -0.38
O -5.52 -0.78 -1.65
C -6.26 -0.27 -2.73
P 1.52 -2.18 -0.98
C 3.25 -1.49 -0.97
C 3.38 0.01 -0.66
C 0.96 -1.22 -2.52
C 0.24 -2.14 -3.54
H -1.90 -6.63 2.02
H -3.07 -5.49 1.38
H -1.68 -5.96 0.39
H -1.88 -3.80 2.38
H -0.63 -4.90 2.88
H 0.83 -3.94 1.38
H -0.24 -4.37 0.06
H -0.86 -2.02 1.80
H -1.64 -3.02 -0.93
H -2.68 -2.27 0.27
H -1.62 -1.27 -0.75
H 0.54 0.47 -0.54
H 1.44 0.44 0.95
H -1.27 -0.08 1.75
H -0.29 1.35 1.96
H -1.11 2.54 0.29
H -1.51 1.20 -0.77
H -3.47 2.53 0.22
H -3.07 1.86 1.80
H -3.53 0.14 -0.68
H -3.62 -0.39 1.00
H -5.58 1.61 -0.21
H -5.74 0.76 1.33
H -6.06 -1.39 0.23
H -7.15 -0.21 -0.52
H -6.50 0.79 -2.58
H -5.64 -0.36 -3.63
H -7.20 -0.82 -2.88
H 3.78 -2.08 -0.22
H 3.69 -1.72 -1.95
H 2.50 0.58 -0.93
H 3.60 0.16 0.41
H 4.23 0.44 -1.20
H 0.25 -0.43 -2.22
H 1.80 -0.70 -2.98
H -0.84 -1.96 -3.50
H 0.55 -1.96 -4.58
H 0.40 -3.19 -3.30
C -8.64 -3.11 -0.30
Cl -8.53 -2.33 1.28
Cl -9.74 -2.26 -1.39
H -7.65 -3.11 -0.75
H -9.01 -4.12 -0.16
C -4.32 -3.42 -3.75
Cl -3.78 -2.23 -4.94
Cl -3.01 -4.43 -3.14
H -4.76 -2.87 -2.91
H -5.05 -4.06 -4.23
C -1.73 5.79 -0.52
Cl -1.74 5.44 1.22
Cl -2.46 4.49 -1.47
H -2.30 6.69 -0.68
H -0.70 5.90 -0.83
C 5.00 3.56 0.65
Cl 4.67 3.30 -1.07
Cl 3.84 2.73 1.68
H 5.99 3.18 0.86
H 4.95 4.62 0.83
C 0.70 -7.77 3.62
Cl 1.33 -6.89 2.23
Cl 1.94 -8.76 4.42
H 0.33 -7.05 4.35
H -0.10 -8.43 3.30
C 2.61 5.69 -2.71
Cl 1.02 6.47 -2.87
Cl 3.91 6.88 -2.56
H 2.60 5.07 -1.83
H 2.79 5.10 -3.60
C 5.19 2.40 4.90
Cl 6.60 3.40 4.47
Cl 4.91 2.37 6.64
H 4.32 2.82 4.41
H 5.37 1.39 4.56
C -4.09 -2.57 4.78
Cl -3.86 -2.06 3.12
Cl -3.34 -4.14 5.14
H -3.63 -1.83 5.43
H -5.15 -2.66 4.97
C 7.86 6.53 2.39
Cl 6.81 6.47 0.96
Cl 8.62 8.11 2.59
H 7.25 6.32 3.26
H 8.64 5.79 2.26
C 8.67 2.29 -2.24
Cl 8.33 2.76 -3.90
Cl 8.25 3.58 -1.09
H 8.06 1.43 -1.99
H 9.73 2.10 -2.15
C 1.57 0.31 4.46
Cl 3.09 -0.12 3.64
Cl 0.28 -0.82 4.11
H 1.76 0.32 5.53
H 1.27 1.29 4.10
C -9.73 1.57 0.11
Cl -8.51 2.50 -0.75
Cl -9.41 1.46 1.85
H -10.69 2.06 -0.02
H -9.74 0.56 -0.29
C 8.81 8.13 -1.93
Cl 10.48 8.69 -1.68
Cl 8.74 6.60 -2.81
H 8.36 7.99 -0.96
H 8.29 8.88 -2.51
C -3.11 -10.02 2.80
Cl -3.52 -9.67 1.12
Cl -2.76 -8.56 3.73
H -3.95 -10.53 3.26
H -2.23 -10.65 2.80
C -4.64 0.11 -8.49
Cl -3.34 0.30 -7.31
Cl -5.86 -1.07 -7.99
H -5.13 1.07 -8.61
H -4.20 -0.23 -9.42
C 11.99 3.95 -0.37
Cl 11.72 3.89 1.37
Cl 12.15 2.33 -1.07
H 11.14 4.44 -0.83
H 12.91 4.49 -0.56
```

The charge is -1. As for the orbital gap: 3.49 eV.

Atom charges from the Löwdin analysis, given in e for atoms 1 to 6: -0.1217 -0.2763 -0.2432 -0.4717 -0.0672 -0.4483

Density functional theory data (ωB97M-V with the def2-TZVPD basis set) for a 3-piece molecular cluster, C16H30NO12PS2 overall in a non-equilibrium geometry.

XYZ file:
```
62
Properties=species:S:1:pos:R:3
C 5.64 1.74 0.49
C 5.32 0.42 -0.19
O 4.15 -0.21 0.31
C 3.16 -0.46 -0.64
C 1.87 0.43 -0.53
S 1.23 0.55 -2.25
O 2.32 1.71 -0.05
S 2.06 1.95 1.51
O 3.13 1.60 2.34
O 1.53 3.23 1.70
O 0.97 0.78 1.68
C 0.79 0.03 0.48
C -0.69 0.33 0.07
C -1.07 1.79 0.26
C -2.36 2.14 -0.48
O -3.35 1.14 -0.31
P 0.77 -1.73 1.09
N 2.09 -2.26 1.75
H 5.01 2.54 0.11
H 6.67 1.98 0.29
H 5.54 1.62 1.56
H 6.17 -0.23 -0.01
H 5.27 0.61 -1.26
H 2.84 -1.49 -0.48
H 3.52 -0.40 -1.65
H 0.47 -0.54 -2.24
H -0.92 -0.03 -0.92
H -1.30 -0.25 0.75
H -1.24 2.00 1.31
H -0.26 2.41 -0.12
H -2.72 3.08 -0.08
H -2.12 2.24 -1.53
H -3.32 0.56 -1.08
H 0.37 -2.51 -0.02
H -0.30 -1.79 2.00
H 1.88 -2.49 2.71
C -2.97 1.13 5.17
C -2.38 -0.24 5.36
C -0.92 -0.37 5.00
O -0.82 -1.77 4.65
C -2.04 -2.16 4.21
O -2.26 -3.19 3.66
O -2.97 -1.20 4.45
H -4.06 1.09 5.22
H -2.61 1.81 5.94
H -2.71 1.54 4.19
H -2.57 -0.60 6.37
H -0.25 -0.14 5.82
H -0.64 0.22 4.12
C -1.24 -2.08 -6.73
C -1.72 -1.70 -5.35
C -3.16 -1.26 -5.26
O -3.13 -0.40 -4.11
C -1.89 0.11 -4.01
O -1.57 0.99 -3.28
O -1.04 -0.52 -4.87
H -0.15 -2.16 -6.74
H -1.66 -3.04 -7.03
H -1.52 -1.32 -7.46
H -1.51 -2.51 -4.64
H -3.85 -2.08 -5.11
H -3.47 -0.67 -6.12
```

The structure (SMILES) is CCOC[C@]1(S)OS(=O)(=O)O[C@]1(CCCO)[PH2]=N.C[C@@H]1COC(=O)O1.C[C@@H]1COC(=O)O1. As for the orbital gap: 8.80 eV.

Atom charges from the Löwdin analysis, given in e for atoms 1 to 6: -0.0705 -0.2426 -0.1164 -0.2354 -0.6504 0.9420

Density functional theory data (ωB97M-V with the def2-TZVPD basis set) for a 3-piece molecular cluster, C29H38Br2ClN2O6PS overall in a non-equilibrium geometry.

XYZ file:
```
80
Properties=species:S:1:pos:R:3
N 2.73 2.40 -0.14
C 2.61 1.81 -1.50
C 2.03 0.34 -1.49
C 1.48 -0.05 -2.95
C 0.07 -0.72 -2.86
C -1.16 -0.11 -3.38
O -1.11 1.15 -3.98
C -2.42 -0.83 -3.22
C -3.75 -0.16 -3.73
C -4.24 0.84 -2.59
C -5.20 0.17 -1.53
S -4.29 -0.62 -0.11
C -2.51 -2.16 -2.60
C -1.30 -2.77 -2.08
C -0.03 -2.02 -2.21
C 1.21 -2.74 -1.57
O 2.30 -2.78 -2.08
C 0.90 -3.46 -0.21
C 1.80 -3.40 0.94
C 3.14 -2.58 0.84
N 4.28 -3.39 0.38
C 1.40 -4.10 2.17
P 2.45 -4.06 3.74
O 4.06 -3.94 3.27
Cl 1.93 -2.17 4.58
C 0.15 -4.86 2.27
Br -0.36 -5.80 3.89
C -0.76 -4.92 1.12
Br -2.40 -5.92 1.28
C -0.37 -4.20 -0.08
C -1.28 -4.16 -1.36
O -1.88 -5.11 -1.77
H 2.73 3.41 -0.30
H 3.63 2.20 0.28
H 1.89 2.44 -2.08
H 3.63 1.75 -1.96
H 1.17 0.20 -0.79
H 2.89 -0.35 -1.30
H 2.21 -0.76 -3.42
H 1.49 0.88 -3.56
H -0.64 1.06 -4.84
H -3.59 0.38 -4.70
H -4.49 -0.99 -3.85
H -3.35 1.22 -2.03
H -4.79 1.72 -3.03
H -5.93 -0.56 -1.96
H -5.81 0.99 -1.07
H -4.01 0.35 0.82
H -3.49 -2.66 -2.52
H 2.92 -1.76 0.11
H 3.33 -2.06 1.82
H 4.83 -2.77 -0.23
H 4.91 -3.63 1.14
H 4.65 -4.10 4.02
C -6.57 1.35 3.93
C -7.88 1.88 3.37
C -7.45 2.37 2.00
O -6.36 1.53 1.58
C -5.91 0.76 2.70
H -6.70 0.63 4.74
H -5.97 2.18 4.31
H -8.59 1.06 3.27
H -8.33 2.66 3.97
H -7.09 3.40 2.03
H -8.26 2.31 1.26
H -6.23 -0.28 2.54
H -4.82 0.78 2.75
C 7.51 4.30 1.20
C 7.27 3.95 -0.26
C 5.90 3.29 -0.20
O 5.19 3.91 0.89
C 6.11 4.69 1.66
H 8.24 5.10 1.34
H 7.86 3.42 1.74
H 7.22 4.86 -0.86
H 8.04 3.30 -0.68
H 5.98 2.22 0.02
H 5.34 3.42 -1.12
H 5.91 5.74 1.47
H 5.96 4.49 2.72
```

The structure (SMILES) is NCCCc1c(O)c(CCCS)cc2c1C(=O)c1c(CN)c(P(O)Cl)c(Br)c(Br)c1C2=O.C1CCOC1.C1CCOC1. As for the orbital gap: 7.73 eV.

Atom charges from the Löwdin analysis, given in e for atoms 1 to 6: -0.0063 -0.2762 -0.1685 -0.1250 -0.0578 -0.1787